# C16H31O4PS

A structure of composition C16H31O4PS at a distorted geometry (wB97M-V/def2-TZVPD, the Open Molecules 2025 dataset).

HOMO-LUMO gap, hartree: 0.3172
Maximum force, eV/Å: 2.50
M, g mol⁻¹: 350.461
LUMO energy, eV: 0.6

Each line ends with the Löwdin charge.
Cartesian coordinates (Å):
C (2.561, 2.160, 2.047)  -0.1608
C (2.888, 2.088, 0.547)  -0.4009
P (1.607, 1.169, -0.412)  1.0624
C (1.862, 1.582, -2.181)  -0.4030
C (0.617, 1.274, -3.016)  -0.1512
C (2.020, -0.662, -0.271)  -0.5423
C (1.723, -1.192, 1.132)  -0.1577
C (0.394, -1.963, 1.250)  -0.1497
C (-0.874, -1.103, 1.036)  -0.3425
C (-1.802, -1.271, 2.242)  -0.0585
C (-1.545, -1.390, -0.333)  -0.1595
C (-3.064, -1.554, -0.351)  -0.1900
C (-3.925, -0.332, -0.157)  -0.0865
C (-3.570, 0.934, 0.129)  -0.3471
C (-4.470, 1.776, 1.006)  -0.0751
C (-2.361, 1.670, -0.391)  -0.0636
C (3.571, -0.772, -0.587)  -0.1479
O (3.758, -1.757, -1.636)  -0.1754
S (2.433, -2.640, -1.650)  0.5984
O (2.521, -3.529, -0.538)  -0.2119
O (2.145, -3.193, -2.921)  -0.1990
O (1.456, -1.421, -1.358)  -0.1898
H (2.903, 1.263, 2.554)  0.0587
H (1.478, 2.207, 2.166)  0.0582
H (2.997, 3.045, 2.501)  0.0684
H (2.914, 3.093, 0.128)  0.0773
H (3.895, 1.684, 0.420)  0.0694
H (2.754, 1.102, -2.594)  0.0784
H (2.061, 2.654, -2.223)  0.0761
H (-0.128, 2.051, -2.853)  0.0644
H (0.180, 0.321, -2.726)  0.0460
H (0.846, 1.259, -4.079)  0.0736
H (2.499, -1.903, 1.407)  0.1116
H (1.671, -0.371, 1.844)  0.0967
H (0.376, -2.432, 2.232)  0.1147
H (0.447, -2.769, 0.521)  0.0918
H (-0.533, -0.065, 1.027)  0.0785
H (-2.300, -2.239, 2.232)  0.0822
H (-1.205, -1.196, 3.151)  0.0768
H (-2.553, -0.485, 2.281)  0.0706
H (-1.145, -2.344, -0.683)  0.1071
H (-1.245, -0.669, -1.090)  0.0802
H (-3.398, -2.306, 0.362)  0.1039
H (-3.312, -1.975, -1.334)  0.1115
H (-4.995, -0.526, -0.217)  0.1070
H (-5.023, 2.495, 0.387)  0.0778
H (-5.215, 1.175, 1.515)  0.0705
H (-3.874, 2.377, 1.690)  0.0789
H (-1.563, 1.705, 0.360)  0.0580
H (-1.937, 1.210, -1.276)  0.0534
H (-2.652, 2.704, -0.571)  0.0824
H (3.982, 0.133, -1.018)  0.0956
H (4.127, -1.072, 0.298)  0.1320

# C9H17F6N4O5PS

A cluster of 2 separate species, C9H17F6N4O5PS in total at a distorted geometry (wB97M-V/def2-TZVPD, the Open Molecules 2025 dataset).

HOMO-LUMO gap, hartree: 0.2471
Maximum force, eV/Å: 7.52
M, g mol⁻¹: 438.287
LUMO energy, eV: -2.2

Each line ends with the Löwdin charge.
Cartesian coordinates (Å):
N (3.758, -1.077, 1.556)  -0.0295
C (4.300, -0.720, 0.187)  -0.2791
C (3.998, 0.826, -0.204)  -0.1917
C (2.426, 1.182, -0.217)  -0.1973
C (1.560, 0.240, -1.215)  -0.0994
C (0.407, -0.548, -0.403)  -0.0040
C (-0.498, 0.051, 0.721)  0.0199
C (-0.581, 1.524, 1.329)  -0.0801
O (-1.770, 2.143, 0.731)  -0.1198
N (-2.907, 1.649, 1.310)  -0.0104
O (-3.557, 1.117, 0.457)  0.0866
N (-1.334, -1.062, 1.142)  -0.0990
O (-2.304, -1.164, 2.069)  0.0667
C (-1.076, -2.273, 0.404)  0.1180
N (-0.018, -1.955, -0.554)  -0.0689
C (0.580, -2.862, -1.567)  -0.1879
S (1.460, -4.337, -0.868)  0.7678
O (0.552, -5.197, -0.022)  -0.3769
O (1.880, -5.186, -2.064)  -0.3937
H (4.489, -0.817, 2.242)  0.0767
H (3.731, -2.109, 1.555)  0.0503
H (5.451, -0.798, 0.281)  0.1164
H (3.974, -1.457, -0.630)  0.0961
H (4.538, 1.111, -1.185)  0.1223
H (4.505, 1.459, 0.625)  0.1210
H (2.045, 1.060, 0.854)  0.0915
H (2.341, 2.260, -0.608)  0.1254
H (2.242, -0.476, -1.813)  0.1027
H (1.053, 0.917, -1.999)  0.1378
H (-0.715, 1.499, 2.465)  0.1412
H (0.294, 2.204, 1.066)  0.1319
H (-1.943, -1.009, 2.981)  0.1716
H (-1.562, -3.307, 0.499)  0.1844
H (-0.301, -3.276, -2.196)  0.1642
H (1.259, -2.282, -2.290)  0.1313
H (2.672, -4.001, -0.224)  0.0971
F (-4.372, 3.590, -1.225)  -0.2026
P (-5.852, 3.810, -0.632)  0.1696
F (-6.749, 5.112, -0.907)  -0.1837
F (-4.914, 4.755, 0.272)  -0.1950
F (-5.934, 2.212, -0.479)  -0.1987
F (-6.388, 3.609, -2.131)  -0.1852
F (-6.740, 3.583, 0.687)  -0.1872

# C3H9NS

An isolated molecule of C3H9NS at a distorted geometry (wB97M-V/def2-TZVPD, the Open Molecules 2025 dataset).

Energy above the lowest of the compared OMol25 structures with the same formula, charge and spin, kJ/mol: 88.6
HOMO-LUMO gap, hartree: 0.3681
Maximum force, eV/Å: 3.10
M, g mol⁻¹: 91.179
LUMO energy, eV: 0.9
SMILES string: C[C@@H](N)CS

Each line ends with the Löwdin charge.
Cartesian coordinates (Å):
C (-1.072, -0.943, -0.152)  -0.1334
C (0.422, -0.587, 0.034)  -0.5098
N (1.088, -0.618, -1.269)  0.0162
C (0.536, 0.910, 0.578)  -0.5348
S (-0.714, 1.348, 1.833)  0.6982
H (-1.091, -1.965, -0.403)  0.0430
H (-1.385, -0.264, -1.011)  0.0968
H (-1.911, -0.747, 0.630)  0.0755
H (0.852, -1.345, 0.766)  0.1412
H (0.965, 0.257, -1.650)  0.0145
H (0.613, -1.292, -1.913)  0.0942
H (1.644, 1.132, 0.898)  0.1096
H (0.367, 1.535, -0.331)  0.0650
H (-0.313, 2.580, 1.991)  -0.1761

In the order shown, the computed DFT total energy values come out to -45406.7469 -62225.9041 -15581.4120 eV.
In the order shown, the computed HOMO values come out to -8.010 -8.915 -9.117 eV.